1.
{
  "formula": "C6H15N2",
  "method": "wB97M-V/def2-TZVPD",
  "symbols": ["C", "C", "C", "C", "C", "C", "N", "N", "H", "H", "H", "H", "H", "H", "H", "H", "H", "H", "H", "H", "H", "H", "H"],
  "positions_angstrom": [[1.520, -0.418, -0.947], [2.209, 0.492, -0.010], [0.871, -0.244, 0.507], [-0.454, 1.663, -0.639], [-1.420, 0.321, 1.277], [-0.294, 0.535, 0.325], [-1.731, -1.327, -1.080], [1.116, -1.254, 1.472], [0.893, -0.156, -1.716], [2.022, -1.349, -1.062], [3.050, 0.097, 0.678], [2.036, 1.606, -0.063], [-0.292, 2.707, -0.272], [-1.397, 1.620, -1.158], [0.332, 1.750, -1.444], [-1.852, -0.612, 1.139], [-0.905, 0.508, 2.278], [-2.176, 1.073, 1.128], [-1.381, -0.711, -1.814], [-2.529, -1.854, -1.439], [-0.872, -1.835, -0.914], [0.308, -1.827, 1.363], [0.946, -0.784, 2.391]],
  "lowdin_charge": [-0.014, 0.023, -0.441, -0.023, -0.010, -0.180, 0.062, 0.126, 0.068, 0.125, 0.167, 0.127, 0.139, 0.099, 0.106, 0.058, 0.140, 0.097, 0.032, 0.064, 0.028, 0.082, 0.126],
  "mol_weight_g_mol": 115.2,
  "max_force_ha_per_bohr": 0.07131,
  "total_charge": 1,
  "gap_ev": 9.2787,
  "lumo_ha": -0.187,
  "e_above_lowest_kcal_mol": 84.2,
  "spin_multiplicity": 1
}


2.
{
  "formula": "C6H15N2",
  "method": "wB97M-V/def2-TZVPD",
  "symbols": ["C", "C", "C", "N", "H", "H", "H", "H", "H", "H", "H", "H", "C", "C", "C", "N", "H", "H", "H", "H", "H", "H", "H"],
  "positions_angstrom": [[-0.652, -1.861, -2.549], [-0.736, -0.833, -1.457], [-1.676, -0.935, -0.533], [-1.847, 0.030, 0.564], [-1.469, -2.579, -2.507], [-0.669, -1.389, -3.532], [0.286, -2.414, -2.471], [0.001, -0.045, -1.541], [-2.354, -1.776, -0.543], [-1.084, 0.734, 0.510], [-2.756, 0.495, 0.524], [-1.746, -0.438, 1.464], [2.208, -0.386, 0.545], [1.358, 0.529, 1.382], [0.828, 1.676, 0.948], [0.127, 2.566, 1.823], [2.393, 0.050, -0.437], [3.160, -0.645, 1.000], [1.673, -1.326, 0.372], [1.332, 0.371, 2.458], [0.896, 2.025, -0.079], [0.082, 3.483, 1.387], [0.646, 2.670, 2.675]],
  "lowdin_charge": [-0.065, -0.115, -0.097, 0.204, 0.084, 0.091, 0.091, 0.110, 0.130, 0.108, 0.176, 0.172, -0.099, -0.176, -0.261, 0.028, 0.075, 0.080, 0.066, 0.112, 0.120, 0.085, 0.081],
  "mol_weight_g_mol": 115.2,
  "max_force_ha_per_bohr": 0.02372,
  "total_charge": 1,
  "gap_ev": 9.1572,
  "lumo_ha": -0.114,
  "e_above_lowest_kcal_mol": 45.2,
  "spin_multiplicity": 1
}


3.
{
  "formula": "C6H15N2",
  "method": "wB97M-V/def2-TZVPD",
  "symbols": ["C", "C", "C", "C", "N", "C", "C", "N", "H", "H", "H", "H", "H", "H", "H", "H", "H", "H", "H", "H", "H", "H", "H"],
  "positions_angstrom": [[2.389, 0.262, 0.246], [1.309, 0.605, 1.318], [-0.064, 0.379, 0.774], [-0.848, 1.554, 0.702], [-2.035, 1.738, 0.001], [-0.547, -0.933, 0.545], [0.250, -2.145, 0.343], [-1.619, -0.159, -2.606], [2.593, 1.107, -0.385], [3.347, -0.170, 0.555], [1.452, 1.637, 1.631], [1.596, 0.081, 2.232], [-0.323, 2.485, 0.876], [-2.547, 0.961, -0.413], [-2.685, 2.103, 0.709], [-1.627, -1.078, 0.698], [-1.656, 0.856, -2.477], [1.135, -2.353, 0.979], [0.687, -2.362, -0.632], [-0.413, -2.988, 0.567], [1.981, -0.522, -0.409], [-1.285, -0.688, -1.797], [-1.090, -0.370, -3.461]],
  "lowdin_charge": [-0.047, -0.173, -0.192, 0.041, 0.151, 0.013, -0.048, 0.471, 0.079, 0.102, 0.118, 0.141, 0.159, 0.092, 0.158, 0.145, 0.130, 0.137, 0.115, 0.106, 0.052, 0.089, 0.159],
  "mol_weight_g_mol": 115.2,
  "max_force_ha_per_bohr": 0.06056,
  "total_charge": 2,
  "s_squared": 0.76,
  "gap_ev": [7.8317, 4.1816],
  "lumo_ha": [-0.386, -0.510],
  "e_above_lowest_kcal_mol": 119.2,
  "spin_multiplicity": 2
}


4.
{
  "formula": "C6H15N2O",
  "method": "wB97M-V/def2-TZVPD",
  "symbols": ["C", "C", "N", "N", "C", "C", "C", "C", "O", "H", "H", "H", "H", "H", "H", "H", "H", "H", "H", "H", "H", "H", "H", "H"],
  "positions_angstrom": [[-3.043, -0.114, -0.779], [-1.895, 0.012, 0.118], [-1.988, 0.796, 1.233], [-0.773, -0.524, -0.281], [0.482, -0.519, 0.352], [1.226, -1.922, 0.388], [1.381, 0.648, -0.490], [2.759, 0.879, -0.059], [0.503, 1.736, -0.241], [-3.879, -0.185, -0.127], [-2.908, -1.034, -1.422], [-3.064, 0.845, -1.287], [-2.914, 1.133, 1.412], [-1.402, 0.726, 2.087], [-0.730, -0.921, -1.219], [0.469, -0.114, 1.296], [1.122, -2.492, 1.316], [0.607, -2.607, -0.254], [2.282, -1.989, 0.055], [1.476, 0.372, -1.573], [3.437, -0.019, -0.296], [2.760, 1.172, 1.071], [3.158, 1.708, -0.686], [0.933, 2.417, -0.615]],
  "lowdin_charge": [0.037, -0.339, 0.216, 0.100, -0.241, -0.007, -0.381, -0.065, 0.003, 0.089, 0.133, 0.119, 0.118, 0.154, 0.179, 0.104, 0.077, 0.085, 0.083, 0.156, 0.112, 0.133, 0.100, 0.035],
  "mol_weight_g_mol": 131.2,
  "max_force_ha_per_bohr": 0.10912,
  "total_charge": 1,
  "gap_ev": 10.9295,
  "lumo_ha": -0.109,
  "e_above_lowest_kcal_mol": 8.0,
  "spin_multiplicity": 1
}


5.
{
  "formula": "C6H15N2O2",
  "method": "wB97M-V/def2-TZVPD",
  "symbols": ["C", "C", "C", "C", "N", "C", "C", "N", "H", "H", "H", "H", "H", "H", "H", "H", "H", "H", "H", "H", "H", "O", "H", "H", "O"],
  "positions_angstrom": [[-1.001, 1.372, -1.076], [-0.896, -0.170, -1.076], [-0.008, -0.604, 0.024], [1.390, -0.637, 0.095], [1.708, -0.904, 1.406], [0.529, -0.989, 2.103], [-0.570, -0.843, 1.332], [0.333, 2.000, -1.411], [-1.406, 1.631, -0.104], [-1.738, 1.856, -1.773], [-1.946, -0.427, -0.807], [-0.844, -0.554, -2.093], [2.074, -0.778, -0.703], [2.607, -1.221, 1.773], [0.486, -1.418, 3.079], [-1.558, -1.152, 1.568], [1.013, 1.183, -1.471], [0.260, 2.440, -2.341], [0.694, 2.633, -0.696], [-0.627, -2.917, -0.896], [-2.085, -2.905, -0.464], [-1.492, -3.268, -1.131], [0.690, 2.538, 1.859], [1.346, 1.173, 1.632], [1.041, 1.962, 1.169]],
  "lowdin_charge": [-0.140, -0.158, -0.286, -0.086, 0.033, -0.127, -0.019, 0.173, 0.123, 0.145, 0.131, 0.126, 0.123, 0.179, 0.125, 0.117, 0.161, 0.175, 0.131, 0.019, 0.032, -0.039, 0.081, 0.025, -0.045],
  "mol_weight_g_mol": 147.2,
  "max_force_ha_per_bohr": 0.05440,
  "total_charge": 1,
  "gap_ev": 9.4880,
  "lumo_ha": -0.113,
  "e_above_lowest_kcal_mol": 49.6,
  "spin_multiplicity": 1
}


6.
{
  "formula": "C6H15N2O2",
  "method": "wB97M-V/def2-TZVPD",
  "symbols": ["N", "C", "C", "O", "C", "N", "C", "C", "C", "O", "H", "H", "H", "H", "H", "H", "H", "H", "H", "H", "H", "H", "H", "H", "H"],
  "positions_angstrom": [[-2.036, 0.424, 0.673], [-1.480, 1.610, 0.006], [0.016, 1.615, 0.256], [0.241, 1.653, 1.671], [0.609, 0.420, 2.188], [0.697, -0.530, 1.011], [0.734, 0.346, -0.222], [0.141, -0.406, -1.403], [1.004, -1.578, -1.882], [0.371, -2.772, -1.437], [-2.173, 0.649, 1.653], [-2.962, 0.207, 0.321], [-1.900, 2.550, 0.377], [-1.670, 1.569, -1.069], [0.502, 2.483, -0.192], [-0.143, 0.029, 2.877], [1.585, 0.461, 2.677], [-0.123, -1.140, 0.957], [1.532, -1.108, 1.091], [1.785, 0.567, -0.421], [-0.840, -0.800, -1.126], [-0.019, 0.313, -2.212], [2.023, -1.518, -1.476], [1.092, -1.561, -2.971], [1.016, -3.483, -1.349]],
  "lowdin_charge": [0.036, -0.182, -0.248, -0.041, -0.114, 0.142, -0.196, -0.122, -0.235, -0.058, 0.087, 0.097, 0.132, 0.125, 0.167, 0.144, 0.149, 0.167, 0.185, 0.167, 0.119, 0.136, 0.120, 0.125, 0.099],
  "mol_weight_g_mol": 147.2,
  "max_force_ha_per_bohr": 0.00850,
  "total_charge": 1,
  "gap_ev": 10.7331,
  "lumo_ha": -0.112,
  "e_above_lowest_kcal_mol": 45.5,
  "spin_multiplicity": 1
}


7.
{
  "formula": "C6H15N2P",
  "method": "wB97M-V/def2-TZVPD",
  "symbols": ["C", "C", "C", "C", "C", "C", "N", "N", "P", "H", "H", "H", "H", "H", "H", "H", "H", "H", "H", "H", "H", "H", "H", "H"],
  "positions_angstrom": [[-2.426, -0.805, -0.183], [-1.917, 0.576, 0.307], [-2.160, -1.935, 0.722], [-0.466, 0.912, -0.065], [-0.305, 2.436, -0.149], [3.312, -0.584, 0.458], [1.581, -0.833, -1.204], [1.990, -0.230, 0.000], [0.823, 0.273, 1.138], [-3.516, -0.686, -0.287], [-2.031, -1.001, -1.181], [-2.550, 1.338, -0.155], [-2.056, 0.643, 1.388], [-2.434, -1.865, 1.757], [-1.628, -2.807, 0.396], [-0.236, 0.479, -1.044], [0.735, 2.701, -0.335], [-0.621, 2.907, 0.781], [-0.909, 2.835, -0.963], [3.493, -0.094, 1.411], [3.434, -1.666, 0.587], [4.054, -0.237, -0.270], [2.180, -0.508, -1.960], [1.653, -1.849, -1.150]],
  "lowdin_charge": [-0.299, -0.260, 0.008, -0.612, -0.163, -0.176, -0.019, -0.568, 0.980, 0.105, 0.101, 0.101, 0.099, 0.038, 0.029, 0.073, 0.057, 0.068, 0.071, 0.052, 0.074, 0.077, 0.084, 0.081],
  "mol_weight_g_mol": 146.2,
  "max_force_ha_per_bohr": 0.01514,
  "total_charge": 0,
  "gap_ev": [7.9102, 7.3621],
  "lumo_ha": [0.008, 0.027],
  "e_above_lowest_kcal_mol": 49.8,
  "spin_multiplicity": 1
}


8.
{
  "formula": "C6H15N2P2",
  "method": "wB97M-V/def2-TZVPD",
  "symbols": ["C", "C", "C", "C", "C", "C", "N", "N", "P", "P", "H", "H", "H", "H", "H", "H", "H", "H", "H", "H", "H", "H", "H", "H", "H"],
  "positions_angstrom": [[1.922, 3.602, -0.837], [-0.564, -3.320, 1.380], [-0.940, 1.637, 1.063], [-0.564, 2.573, -0.067], [-0.696, 0.216, 0.714], [-0.234, -2.148, -0.947], [0.616, -1.693, -2.094], [0.005, -0.576, 1.355], [1.190, 2.100, -0.623], [0.598, -2.206, 0.618], [2.998, 3.741, -1.113], [1.244, 4.419, -0.496], [-0.900, -3.988, 0.647], [-1.529, -2.876, 1.677], [-0.510, 1.770, 2.126], [-2.082, 1.707, 1.259], [-0.940, 3.644, 0.162], [-1.192, 2.240, -0.804], [-1.100, -0.268, -0.132], [-0.674, -3.110, -1.285], [1.468, -2.264, -2.169], [0.009, -2.173, -2.790], [0.396, -0.348, 2.195], [-0.210, -3.702, 2.346], [0.833, -0.698, -2.109]],
  "lowdin_charge": [-0.318, -0.312, -0.260, -0.417, -0.245, -0.464, 0.049, -0.049, 0.891, 0.891, 0.019, 0.010, 0.014, 0.062, 0.144, 0.160, 0.132, 0.029, 0.082, 0.054, 0.139, 0.159, 0.081, 0.050, 0.100],
  "mol_weight_g_mol": 177.1,
  "max_force_ha_per_bohr": 0.07209,
  "total_charge": 1,
  "gap_ev": 7.8023,
  "lumo_ha": -0.124,
  "e_above_lowest_kcal_mol": 37.3,
  "spin_multiplicity": 1
}


9.
{
  "formula": "C6H15N2S",
  "method": "wB97M-V/def2-TZVPD",
  "symbols": ["C", "C", "C", "C", "C", "C", "N", "N", "S", "H", "H", "H", "H", "H", "H", "H", "H", "H", "H", "H", "H", "H", "H", "H"],
  "positions_angstrom": [[1.036, -0.153, 1.402], [-1.485, 0.259, -2.802], [-0.376, 2.424, -2.064], [2.523, -1.691, 2.672], [-1.953, -0.654, 0.276], [-0.993, 1.106, -1.686], [1.480, -1.311, 1.715], [1.427, 0.938, 2.095], [-0.881, 0.771, -0.034], [-2.412, 0.535, -3.261], [-1.695, -0.799, -2.678], [-0.664, 0.355, -3.547], [-0.438, 3.150, -1.115], [0.622, 2.556, -2.516], [-1.012, 2.800, -2.794], [2.138, -1.674, 3.668], [2.877, -2.604, 2.469], [3.385, -0.943, 2.619], [-2.048, -0.537, 1.371], [-1.554, -1.615, -0.219], [-3.083, -0.510, -0.045], [1.166, -2.088, 1.048], [1.087, 1.761, 1.847], [2.240, 1.010, 2.599]],
  "lowdin_charge": [-0.185, -0.102, -0.137, -0.010, -0.363, -0.639, -0.012, 0.183, 0.964, 0.080, 0.070, 0.105, 0.113, 0.091, 0.049, 0.096, 0.050, 0.128, 0.031, 0.073, 0.102, 0.194, 0.035, 0.084],
  "mol_weight_g_mol": 147.3,
  "max_force_ha_per_bohr": 0.09792,
  "total_charge": 1,
  "s_squared": 2.01,
  "gap_ev": [7.1313, 7.6306],
  "lumo_ha": [-0.100, -0.218],
  "e_above_lowest_kcal_mol": 2.7,
  "spin_multiplicity": 3
}


10.
{
  "formula": "C6H15N3",
  "method": "wB97M-V/def2-TZVPD",
  "symbols": ["H", "N", "C", "C", "N", "H", "H", "H", "H", "H", "C", "C", "C", "C", "N", "H", "H", "H", "H", "H", "H", "H", "H", "H"],
  "positions_angstrom": [[0.863, 0.795, 1.908], [0.185, 1.219, 1.274], [0.665, 1.205, 0.003], [0.014, 2.184, -0.952], [2.040, 1.108, -0.188], [-1.070, 2.120, -0.884], [0.326, 2.001, -1.983], [0.316, 3.195, -0.664], [2.541, 0.515, 0.457], [2.390, 1.147, -1.135], [0.877, -1.649, -1.099], [-0.210, -0.690, -0.696], [-0.834, -0.781, 0.583], [-2.239, -0.286, 0.777], [-0.392, -1.664, 1.512], [1.323, -1.321, -2.042], [1.697, -1.681, -0.371], [0.525, -2.677, -1.245], [-0.896, -0.441, -1.502], [-2.935, -1.071, 0.458], [-2.429, -0.050, 1.824], [-2.421, 0.611, 0.192], [0.484, -2.138, 1.350], [-0.820, -1.652, 2.426]],
  "lowdin_charge": [0.015, 0.007, -0.584, -0.047, 0.112, 0.066, 0.075, 0.085, 0.090, 0.092, -0.136, -0.230, -0.413, -0.039, 0.161, 0.068, 0.054, 0.070, 0.106, 0.091, 0.080, 0.071, 0.095, 0.112],
  "mol_weight_g_mol": 129.2,
  "max_force_ha_per_bohr": 0.08259,
  "total_charge": 0,
  "gap_ev": 7.3179,
  "lumo_ha": 0.032,
  "e_above_lowest_kcal_mol": 60.3,
  "spin_multiplicity": 1
}


11.
{
  "formula": "C6H15N3",
  "method": "wB97M-V/def2-TZVPD",
  "symbols": ["C", "C", "C", "C", "N", "C", "C", "N", "N", "H", "H", "H", "H", "H", "H", "H", "H", "H", "H", "H", "H", "H", "H", "H"],
  "positions_angstrom": [[-0.426, 1.500, 2.585], [-0.931, 0.180, 2.087], [-0.883, -0.260, 0.815], [-1.472, -1.606, 0.462], [-0.447, 0.487, -0.268], [0.817, -0.158, -1.410], [1.541, 1.105, -1.829], [1.693, -1.125, -0.911], [-0.045, -0.635, -2.404], [-0.376, 2.283, 1.822], [-1.062, 1.895, 3.382], [0.586, 1.410, 2.997], [-1.307, -0.492, 2.848], [-0.703, -2.289, 0.095], [-1.937, -2.070, 1.330], [-2.223, -1.499, -0.323], [-0.221, 1.428, 0.028], [2.181, 0.876, -2.681], [0.823, 1.869, -2.113], [2.153, 1.478, -1.011], [2.205, -0.843, -0.087], [1.312, -2.057, -0.840], [-0.460, -1.531, -2.179], [-0.819, 0.056, -2.398]],
  "lowdin_charge": [-0.117, -0.142, -0.423, -0.060, 0.049, -0.580, -0.042, 0.114, 0.068, 0.057, 0.067, 0.070, 0.088, 0.052, 0.072, 0.077, 0.057, 0.086, 0.077, 0.079, 0.099, 0.079, 0.070, 0.103],
  "mol_weight_g_mol": 129.2,
  "max_force_ha_per_bohr": 0.04783,
  "total_charge": 0,
  "gap_ev": 8.2671,
  "lumo_ha": 0.033,
  "e_above_lowest_kcal_mol": 30.6,
  "spin_multiplicity": 1
}


12.
{
  "formula": "C6H15N3O",
  "method": "wB97M-V/def2-TZVPD",
  "symbols": ["C", "C", "N", "H", "H", "H", "C", "C", "N", "H", "H", "H", "C", "N", "H", "H", "H", "H", "H", "C", "O", "H", "H", "H", "H"],
  "positions_angstrom": [[0.912, -2.715, 2.424], [1.235, -1.418, 1.911], [1.512, -0.381, 1.512], [1.781, -3.358, 2.365], [0.594, -2.626, 3.457], [0.078, -3.119, 1.832], [0.512, 0.566, -3.449], [-0.175, -0.161, -2.427], [-0.737, -0.758, -1.629], [1.570, 0.622, -3.186], [0.385, 0.062, -4.409], [0.106, 1.577, -3.498], [-0.004, 2.516, -0.364], [1.170, 1.729, -0.707], [-0.073, 2.787, 0.701], [-0.895, 1.949, -0.624], [0.002, 3.435, -0.951], [1.193, 0.891, -0.131], [2.005, 2.259, -0.466], [-1.998, -0.436, 1.535], [-1.514, -1.616, 0.952], [-1.221, 0.331, 1.588], [-2.317, -0.685, 2.547], [-2.856, -0.032, 0.985], [-1.264, -1.417, 0.032]],
  "lowdin_charge": [-0.062, -0.271, 0.161, 0.082, 0.089, 0.082, -0.074, -0.264, 0.188, 0.084, 0.086, 0.088, -0.201, -0.071, 0.067, 0.049, 0.065, -0.009, 0.068, -0.180, -0.179, 0.053, 0.077, 0.077, -0.007],
  "mol_weight_g_mol": 145.2,
  "max_force_ha_per_bohr": 0.01715,
  "total_charge": 0,
  "gap_ev": 9.9531,
  "lumo_ha": 0.034,
  "e_above_lowest_kcal_mol": 34.8,
  "spin_multiplicity": 1
}